# 1
C18H48N6O10S | the ωB97M-V functional and the def2-TZVPD basis

Calculated values
Multiplicity ... 1
ΔE to the lowest compared entry with this formula, charge and spin ... 133.1 kJ/mol
Net charge ... +4

Each atom is followed by the atoms it is bonded to, with distances in Å.
Geometry (Å):
1 S -22.62 2.70 3.60  O2 1.460, O3 1.476, O4 1.485, O5 1.477
2 O -21.47 2.81 4.49  S1 1.460
3 O -23.73 2.13 4.38  S1 1.476
4 O -23.01 4.02 3.05  S1 1.485
5 O -22.33 1.81 2.46  S1 1.477
6 C -27.48 4.88 4.75  C7 1.512, H13 1.087, H14 1.094, H15 1.088
7 C -26.93 3.48 4.67  C6 1.512, O8 1.183, N9 1.511
8 O -27.27 2.66 3.88  C7 1.183
9 N -25.82 3.10 5.62  C7 1.511, H10 1.074, H11 1.019, C12 1.533
10 H -24.96 2.87 5.03  N9 1.074
11 H -25.45 3.84 6.21  N9 1.019
12 C -26.31 1.90 6.45  N9 1.533, H16 1.087, H17 1.089, H18 1.087
13 H -28.47 4.96 4.31  C6 1.087
14 H -26.79 5.42 4.09  C6 1.094
15 H -27.42 5.23 5.78  C6 1.088
16 H -27.37 1.92 6.71  C12 1.087
17 H -25.72 1.87 7.36  C12 1.089
18 H -26.07 0.99 5.90  C12 1.087
19 C -20.52 1.18 -0.36  C20 1.483, H26 1.090, H27 1.088, H28 1.091
20 C -19.88 0.17 0.53  C19 1.483, O21 1.180, N22 1.540
21 O -19.02 -0.59 0.24  C20 1.180
22 N -20.21 0.28 2.03  C20 1.540, H23 1.067, H24 1.022, C25 1.498
23 H -21.06 0.91 2.10  N22 1.067
24 H -20.60 -0.61 2.34  N22 1.022
25 C -18.98 0.63 2.82  N22 1.498, H29 1.091, H30 1.091, H31 1.086
26 H -21.49 1.45 0.04  C19 1.090
27 H -20.64 0.72 -1.34  C19 1.088
28 H -19.90 2.07 -0.34  C19 1.091
29 H -18.26 1.28 2.32  C25 1.091
30 H -18.33 -0.23 2.97  C25 1.091
31 H -19.27 1.08 3.77  C25 1.086
32 C -23.40 -0.70 7.49  C33 1.513, H39 1.090, H40 1.093, H41 1.087
33 C -22.80 0.67 7.24  C32 1.513, O34 1.182, N35 1.533
34 O -22.99 1.64 7.87  C33 1.182
35 N -21.61 0.74 6.27  C33 1.533, H36 1.021, H37 1.047, C38 1.542
36 H -21.69 0.18 5.43  N35 1.021
37 H -21.63 1.69 5.85  N35 1.047
38 C -20.32 0.24 6.94  N35 1.542, H42 1.085, H43 1.083, H44 1.090
39 H -22.63 -1.44 7.72  C32 1.090
40 H -23.92 -1.08 6.61  C32 1.093
41 H -24.14 -0.61 8.28  C32 1.087
42 H -19.54 0.07 6.20  C38 1.085
43 H -20.61 -0.54 7.63  C38 1.083
44 H -19.93 1.08 7.51  C38 1.090
45 C -19.36 6.16 9.41  C46 1.514, H52 1.087, H53 1.089, H54 1.094
46 C -20.73 5.74 8.93  C45 1.514, O47 1.174, N48 1.542
47 O -21.55 5.25 9.61  C46 1.174
48 N -20.99 6.01 7.43  C46 1.542, H49 1.028, H50 1.024, C51 1.541
49 H -21.83 6.59 7.38  N48 1.028
50 H -20.42 6.66 6.88  N48 1.024
51 C -21.23 4.67 6.72  N48 1.541, H55 1.089, H56 1.086, H57 1.084
52 H -19.33 6.10 10.50  C45 1.087
53 H -19.15 7.17 9.05  C45 1.089
54 H -18.66 5.39 9.07  C45 1.094
55 H -21.52 4.92 5.70  C51 1.089
56 H -22.10 4.18 7.13  C51 1.086
57 H -20.27 4.16 6.73  C51 1.084
58 C -21.69 7.82 3.39  C59 1.504, H65 1.092, H66 1.090, H67 1.090
59 C -22.45 7.17 2.27  C58 1.504, O60 1.175, N61 1.541
60 O -21.98 7.01 1.20  C59 1.175
61 N -23.78 6.47 2.61  C59 1.541, H62 1.062, H63 1.018, C64 1.522
62 H -23.69 5.43 2.80  N61 1.062
63 H -24.13 6.92 3.45  N61 1.018
64 C -24.69 6.68 1.41  N61 1.522, H68 1.088, H69 1.087, H70 1.085
65 H -22.30 7.86 4.30  C58 1.092
66 H -21.39 8.84 3.14  C58 1.090
67 H -20.78 7.24 3.53  C58 1.090
68 H -24.84 7.75 1.26  C64 1.088
69 H -25.65 6.21 1.64  C64 1.087
70 H -24.24 6.26 0.51  C64 1.085
71 C -25.24 -0.23 2.56  C72 1.494, H78 1.089, H79 1.085, H80 1.092
72 C -25.62 0.48 1.30  C71 1.494, O73 1.171, N74 1.565
73 O -26.68 0.45 0.80  C72 1.171
74 N -24.56 1.50 0.75  C72 1.565, H75 1.051, H76 1.022, C77 1.506
75 H -23.71 1.47 1.37  N74 1.051
76 H -24.22 1.27 -0.18  N74 1.022
77 C -25.10 2.90 0.69  N74 1.506, H81 1.089, H82 1.085, H83 1.086
78 H -26.05 -0.01 3.26  C71 1.089
79 H -24.27 0.04 2.96  C71 1.085
80 H -25.24 -1.29 2.32  C71 1.092
81 H -24.29 3.46 0.23  C77 1.089
82 H -25.21 3.21 1.73  C77 1.085
83 H -26.02 2.96 0.11  C77 1.086

Löwdin atomic charge list, values in e, 8 entries: 0.337, -0.351, -0.355, -0.351, -0.378, 0.057, -0.417, 0.179

---

# 2
C5H4BrCl | the ωB97M-V functional and the def2-TZVPD basis

Calculated values
Multiplicity ... 1
Structure (SMILES) ... ClC1=C(Br)CC=C1
ΔE to the lowest compared entry with this formula, charge and spin ... 0.0 kJ/mol

Each atom is followed by the atoms it is bonded to, with distances in Å.
Geometry (Å):
1 C 0.30 -1.50 0.00  C2 1.340, C3 1.449, H8 1.074
2 C -0.35 -0.32 0.00  C1 1.340, C5 1.493, H9 1.074
3 C 1.72 -1.25 0.00  C1 1.449, C4 1.347, Cl6 1.710
4 C 1.94 0.08 0.00  C3 1.347, C5 1.493, Br7 1.875
5 C 0.64 0.80 0.00  C2 1.493, C4 1.493, H10 1.093, H11 1.093
6 Cl 2.90 -2.49 0.00  C3 1.710
7 Br 3.59 0.96 0.00  C4 1.875
8 H -0.13 -2.48 0.00  C1 1.074
9 H -1.41 -0.16 0.00  C2 1.074
10 H 0.53 1.44 -0.88  C5 1.093
11 H 0.53 1.44 0.88  C5 1.093

natural (NBO) atomic charge list, values in e, 8 entries: -0.233, -0.160, -0.111, -0.089, -0.499, 0.043, 0.092, 0.230

---

# 3
C6H11BrClN2O | the ωB97M-V functional and the def2-TZVPD basis

Calculated values
Multiplicity ... 1
Structure (SMILES) ... O=C(Cl)C[C@H]1C[NH2+][C@@H](Br)CN1
Net charge ... +1

Each atom is followed by the atoms it is bonded to, with distances in Å.
Geometry (Å):
1 O 0.35 -1.22 -3.54  C2 1.205
2 C 0.25 -1.37 -2.35  O1 1.205, Cl3 1.792, C4 1.503
3 Cl 1.67 -1.92 -1.41  C2 1.792
4 C -1.02 -1.19 -1.57  C2 1.503, C5 1.537, H12 1.074, H13 1.081
5 C -0.87 -0.15 -0.45  C4 1.537, C6 1.513, N11 1.450, H14 1.086
6 C -0.42 -0.80 0.83  C5 1.513, N7 1.491, H15 1.076, H16 1.076
7 N -0.32 0.27 1.87  C6 1.491, C8 1.511, H17 1.018, H18 1.019
8 C 0.72 1.31 1.52  N7 1.511, Br9 1.950, C10 1.527, H19 1.074
9 Br 2.31 0.89 2.56  C8 1.950
10 C 1.08 1.28 0.04  C8 1.527, N11 1.443, H20 1.077, H21 1.078
11 N 0.00 0.94 -0.86  C5 1.450, C10 1.443, H22 1.005
12 H -1.78 -0.86 -2.27  C4 1.074
13 H -1.36 -2.13 -1.17  C4 1.081
14 H -1.88 0.21 -0.25  C5 1.086
15 H 0.52 -1.33 0.76  C6 1.076
16 H -1.18 -1.49 1.14  C6 1.076
17 H -1.22 0.73 1.98  N7 1.018
18 H -0.07 -0.09 2.79  N7 1.019
19 H 0.39 2.27 1.89  C8 1.074
20 H 1.42 2.27 -0.21  C10 1.077
21 H 1.93 0.63 -0.10  C10 1.078
22 H -0.50 1.74 -1.18  N11 1.005

natural (NBO) atomic charge list, values in e, 8 entries: -0.448, 0.572, -0.085, -0.524, -0.055, -0.253, -0.522, -0.100

---

# 4
C5H6NO3 | the ωB97M-V functional and the def2-TZVPD basis

Calculated values
Multiplicity ... 1
ΔE to the lowest compared entry with this formula, charge and spin ... 189.2 kJ/mol
Net charge ... +1

Each atom is followed by the atoms it is bonded to, with distances in Å.
Geometry (Å):
1 C -1.28 -2.72 -0.76  C2 1.218, H10 1.070
2 C -0.44 -1.84 -0.73  C1 1.218, N6 1.319
3 C -2.65 0.66 -0.32  O7 1.140, O9 1.144
4 C 1.42 2.77 0.35  O8 1.224, H11 1.139, H12 1.148
5 C 1.37 -1.31 0.71  N6 1.307, H13 1.092, H14 1.151
6 N 0.44 -1.04 -0.16  C2 1.319, C5 1.307, H15 1.031
7 O -1.56 0.49 -0.03  C3 1.140
8 O 1.53 1.60 0.01  C4 1.224
9 O -3.67 1.05 -0.66  C3 1.144
10 H -1.82 -3.58 -1.10  C1 1.070
11 H 2.06 3.24 1.17  C4 1.139
12 H 0.66 3.46 -0.16  C4 1.148
13 H 1.79 -0.36 1.06  C5 1.092
14 H 1.61 -2.31 1.24  C5 1.151
15 H 0.54 -0.12 -0.62  N6 1.031

natural (NBO) atomic charge list, values in e, 8 entries: -0.050, 0.068, 1.040, 0.326, 0.136, -0.456, -0.576, -0.603

---

# 5
C4H7N | the ωB97M-V functional and the def2-TZVPD basis

Calculated values
Multiplicity ... 1
Structure (SMILES) ... CCCC#N
ΔE to the lowest compared entry with this formula, charge and spin ... 30.8 kJ/mol

Each atom is followed by the atoms it is bonded to, with distances in Å.
Geometry (Å):
1 C -0.96 -0.96 0.14  C2 1.523, H5 1.096, H6 1.103, H7 1.146
2 C -0.61 0.43 -0.40  C1 1.523, C3 1.519, H8 1.126, H9 1.145
3 C 0.70 0.90 0.22  C2 1.519, C4 1.435, H10 1.077, H11 1.081
4 C 1.84 0.05 -0.02  C3 1.435, N12 1.168
5 H -1.21 -0.94 1.20  C1 1.096
6 H -0.13 -1.67 0.01  C1 1.103
7 H -1.81 -1.34 -0.54  C1 1.146
8 H -1.45 1.10 -0.07  C2 1.126
9 H -0.56 0.37 -1.54  C2 1.145
10 H 0.51 0.92 1.28  C3 1.077
11 H 0.99 1.88 -0.11  C3 1.081
12 N 2.69 -0.74 -0.16  C4 1.168

natural (NBO) atomic charge list, values in e, 8 entries: -0.620, -0.379, -0.528, 0.290, 0.207, 0.219, 0.218, 0.214

---

# 6
C28H77N7O7 | the ωB97M-V functional and the def2-TZVPD basis

Calculated values
Multiplicity ... 1
Structure (SMILES) ... COC[C@H](C)N.COC[C@H](C)N.COC[C@H](C)N.COC[C@H](C)N.COC[C@H](C)N.COC[C@H](C)N.COC[C@H](C)N
ΔE to the lowest compared entry with this formula, charge and spin ... 326.3 kJ/mol

Each atom is followed by the atoms it is bonded to, with distances in Å.
Geometry (Å):
1 C 3.76 -9.19 4.92  C2 1.526, H7 1.090, H8 1.090, H9 1.090
2 C 3.59 -10.70 5.06  C1 1.526, C3 1.555, N6 1.466, H10 1.090
3 C 2.52 -11.14 6.10  C2 1.555, O4 1.477, H11 1.090, H12 1.090
4 O 2.19 -12.56 5.89  C3 1.477, C5 1.410
5 C 1.23 -12.95 6.86  O4 1.410, H13 1.090, H14 1.090, H15 1.090
6 N 3.23 -11.22 3.74  C2 1.466, H16 1.010, H17 1.010
7 H 4.47 -8.97 4.12  C1 1.090
8 H 4.20 -8.89 5.88  C1 1.090
9 H 2.82 -8.67 4.76  C1 1.090
10 H 4.53 -11.18 5.33  C2 1.090
11 H 1.63 -10.54 5.97  C3 1.090
12 H 2.75 -10.82 7.12  C3 1.090
13 H 0.90 -13.98 6.71  C5 1.090
14 H 0.39 -12.28 7.04  C5 1.090
15 H 1.78 -12.88 7.79  C5 1.090
16 H 4.07 -11.11 3.19  N6 1.010
17 H 2.57 -10.63 3.25  N6 1.010
18 C 2.90 -8.73 -4.32  C19 1.541, H24 1.090, H25 1.090, H26 1.090
19 C 4.30 -8.31 -4.79  C18 1.541, C20 1.561, N23 1.480, H27 1.090
20 C 5.00 -7.32 -3.81  C19 1.561, O21 1.402, H28 1.090, H29 1.090
21 O 5.32 -7.93 -2.59  C20 1.402, C22 1.476
22 C 6.02 -7.04 -1.64  O21 1.476, H30 1.090, H31 1.090, H32 1.090
23 N 5.08 -9.56 -4.95  C19 1.480, H33 1.010, H34 1.010
24 H 2.44 -9.34 -5.10  C18 1.090
25 H 2.31 -7.83 -4.13  C18 1.090
26 H 2.85 -9.27 -3.37  C18 1.090
27 H 4.12 -7.81 -5.75  C19 1.090
28 H 4.29 -6.50 -3.70  C20 1.090
29 H 5.91 -6.98 -4.31  C20 1.090
30 H 5.45 -6.17 -1.32  C22 1.090
31 H 6.97 -6.67 -2.03  C22 1.090
32 H 6.18 -7.51 -0.67  C22 1.090
33 H 5.15 -9.96 -4.02  N23 1.010
34 H 6.01 -9.26 -5.21  N23 1.010
35 C 1.95 -3.76 2.80  C36 1.514, H41 1.090, H42 1.090, H43 1.090
36 C 0.58 -3.93 2.18  C35 1.514, C37 1.541, N40 1.464, H44 1.090
37 C -0.44 -2.80 2.41  C36 1.541, O38 1.427, H45 1.090, H46 1.090
38 O -0.66 -2.52 3.79  C37 1.427, C39 1.450
39 C -1.64 -1.47 4.00  O38 1.450, H47 1.090, H48 1.090, H49 1.090
40 N 0.73 -4.24 0.76  C36 1.464, H50 1.010, H51 1.010
41 H 2.68 -4.52 2.50  C35 1.090
42 H 1.89 -3.66 3.88  C35 1.090
43 H 2.32 -2.83 2.37  C35 1.090
44 H 0.11 -4.85 2.53  C36 1.090
45 H -1.42 -3.09 2.05  C37 1.090
46 H -0.02 -1.94 1.87  C37 1.090
47 H -2.48 -1.43 3.31  C39 1.090
48 H -1.25 -0.45 3.95  C39 1.090
49 H -1.96 -1.47 5.04  C39 1.090
50 H 1.23 -5.09 0.51  N40 1.010
51 H -0.17 -4.44 0.35  N40 1.010
52 C 2.33 -11.41 -1.24  C53 1.560, H58 1.090, H59 1.090, H60 1.090
53 C 2.48 -12.95 -1.11  C52 1.560, C54 1.542, N57 1.520, H61 1.090
54 C 1.72 -13.62 -2.27  C53 1.542, O55 1.445, H62 1.090, H63 1.090
55 O 1.64 -15.06 -2.14  C54 1.445, C56 1.404
56 C 0.95 -15.76 -3.14  O55 1.404, H64 1.090, H65 1.090, H66 1.090
57 N 3.95 -13.31 -0.94  C53 1.520, H67 1.010, H68 1.010
58 H 2.67 -10.87 -0.36  C52 1.090
59 H 1.30 -11.10 -1.39  C52 1.090
60 H 2.87 -10.93 -2.07  C52 1.090
61 H 2.09 -13.27 -0.14  C53 1.090
62 H 2.24 -13.28 -3.16  C54 1.090
63 H 0.67 -13.31 -2.27  C54 1.090
64 H 1.33 -15.51 -4.14  C56 1.090
65 H -0.10 -15.49 -3.22  C56 1.090
66 H 1.08 -16.84 -3.09  C56 1.090
67 H 4.33 -12.62 -0.30  N57 1.010
68 H 4.33 -13.06 -1.84  N57 1.010
69 C 5.19 -5.65 6.28  C70 1.556, H75 1.090, H76 1.090, H77 1.090
70 C 5.24 -4.39 5.38  C69 1.556, C71 1.591, N74 1.461, H78 1.090
71 C 5.01 -4.69 3.84  C70 1.591, O72 1.392, H79 1.090, H80 1.090
72 O 6.10 -5.34 3.27  C71 1.392, C73 1.425
73 C 5.81 -5.77 1.94  O72 1.425, H81 1.090, H82 1.090, H83 1.090
74 N 4.21 -3.46 5.83  C70 1.461, H84 1.010, H85 1.010
75 H 5.41 -5.39 7.32  C69 1.090
76 H 5.92 -6.34 5.86  C69 1.090
77 H 4.18 -6.07 6.26  C69 1.090
78 H 6.27 -4.02 5.45  C70 1.090
79 H 4.87 -3.75 3.30  C71 1.090
80 H 4.14 -5.35 3.77  C71 1.090
81 H 5.38 -4.98 1.32  C73 1.090
82 H 5.09 -6.59 1.96  C73 1.090
83 H 6.68 -6.13 1.40  C73 1.090
84 H 4.24 -3.50 6.84  N74 1.010
85 H 4.46 -2.50 5.63  N74 1.010
86 C -0.52 -8.17 1.85  C87 1.491, H92 1.090, H93 1.090, H94 1.090
87 C 0.91 -8.60 1.77  C86 1.491, C88 1.519, N91 1.463, H95 1.090
88 C 1.92 -7.49 1.52  C87 1.519, O89 1.411, H96 1.090, H97 1.090
89 O 1.70 -6.83 0.30  C88 1.411, C90 1.431
90 C 2.37 -7.38 -0.84  O89 1.431, H98 1.090, H99 1.090, H100 1.090
91 N 1.22 -9.38 2.97  C87 1.463, H101 1.010, H102 1.010
92 H -0.61 -7.55 2.74  C86 1.090
93 H -1.21 -9.01 1.98  C86 1.090
94 H -0.84 -7.59 0.98  C86 1.090
95 H 0.84 -9.21 0.87  C87 1.090
96 H 2.94 -7.84 1.60  C88 1.090
97 H 1.79 -6.68 2.24  C88 1.090
98 H 2.25 -6.81 -1.77  C90 1.090
99 H 2.30 -8.46 -0.84  C90 1.090
100 H 3.42 -7.22 -0.58  C90 1.090
101 H 1.09 -8.83 3.81  N91 1.010
102 H 0.59 -10.16 3.04  N91 1.010
103 C 1.05 -6.49 7.07  C104 1.538, H109 1.090, H110 1.090, H111 1.090
104 C 0.70 -7.97 6.81  C103 1.538, C105 1.501, N108 1.477, H112 1.090
105 C -0.25 -8.45 7.86  C104 1.501, O106 1.426, H113 1.090, H114 1.090
106 O -0.55 -9.81 7.54  C105 1.426, C107 1.406
107 C -1.52 -10.44 8.33  O106 1.406, H115 1.090, H116 1.090, H117 1.090
108 N 0.11 -8.12 5.46  C104 1.477, H118 1.010, H119 1.010
109 H 1.83 -6.13 6.39  C103 1.090
110 H 1.37 -6.30 8.10  C103 1.090
111 H 0.21 -5.84 6.85  C103 1.090
112 H 1.66 -8.48 6.84  C104 1.090
113 H -1.18 -7.89 7.83  C105 1.090
114 H 0.21 -8.48 8.85  C105 1.090
115 H -2.32 -9.74 8.57  C107 1.090
116 H -1.04 -10.87 9.20  C107 1.090
117 H -1.85 -11.34 7.80  C107 1.090
118 H -0.67 -7.48 5.50  N108 1.010
119 H -0.36 -9.01 5.54  N108 1.010

Löwdin atomic charge list, values in e, 8 entries: -0.073, -0.400, -0.164, -0.174, -0.126, 0.023, 0.077, 0.070

---

| no. | E_HOMO (Eh) | HOMO-LUMO gap (eV) |
| --- | --- | --- |
| 1 | -0.7537 | 10.341 |
| 2 | -0.3156 | 9.415 |
| 3 | -0.4998 | 9.960 |
| 4 | -0.5303 | 8.714 |
| 5 | -0.4223 | 12.363 |
| 6 | -0.2991 | 8.737 |